No. 1
{
  "formula": "C4H7NO2",
  "method": "ωB97M-V/def2-TZVPD",
  "homo_lumo_gap_ha": [0.2733, 0.2734],
  "energy_ha": -361.688013,
  "de_lowest_kcal_mol": 121.0,
  "homo_ev": [-7.60, -7.60],
  "symbols": ["O", "C", "C", "N", "C", "C", "O", "H", "H", "H", "H", "H", "H", "H"],
  "positions_angstrom": [[1.9879, 0.8988, 0.1244], [0.5912, 0.8036, 0.1155], [-0.0397, 0.6423, -1.2829], [-0.3273, -0.6085, -1.0057], [0.0973, -0.6242, 0.3020], [0.0761, -1.7081, 1.2054], [-0.3158, -2.8379, 0.9174], [2.2228, 1.7980, -0.1355], [0.1110, 1.5617, 0.7484], [-0.1663, 1.1906, -2.2053], [-1.9675, 1.0737, -0.0295], [-0.7951, -1.3407, -1.5364], [-1.9060, 0.6060, 0.5554], [0.4314, -1.4554, 2.2268]],
  "atomic_forces_ev_per_a": [[0.193, 0.287, -0.018], [-0.156, 0.068, 0.130], [0.097, -0.147, -0.162], [-0.061, -0.030, -0.140], [0.031, -0.240, 0.105], [0.043, 0.206, -0.065], [-0.020, 0.108, 0.031], [0.083, -0.087, 0.079], [0.039, -0.158, -0.177], [0.045, -0.136, 0.107], [-0.206, 0.061, 0.124], [0.053, 0.130, 0.086], [-0.145, 0.066, 0.049], [0.003, -0.127, -0.148]],
  "mulliken_charge": [-0.492, 0.574, -0.702, 0.104, -0.199, -0.245, -0.597, 0.315, 0.363, 0.361, 0.043, 0.240, -0.032, 0.268]
}

---

No. 2
{
  "formula": "C21H52ClN2O10P3",
  "method": "ωB97M-V/def2-TZVPD",
  "smiles": "CCN[C@H](COC[C@@H](Cl)CC)NP(C)O.CCOP(=O)(OCC)OCC.CCOP(=O)(OCC)OCC",
  "homo_lumo_gap_ha": 0.2894,
  "energy_ha": -3177.615288,
  "homo_ev": -7.37,
  "symbols": ["C", "C", "N", "C", "C", "O", "C", "C", "Cl", "C", "C", "N", "P", "C", "O", "H", "H", "H", "H", "H", "H", "H", "H", "H", "H", "H", "H", "H", "H", "H", "H", "H", "H", "H", "H", "H", "H", "C", "C", "O", "P", "O", "O", "C", "C", "O", "C", "C", "H", "H", "H", "H", "H", "H", "H", "H", "H", "H", "H", "H", "H", "H", "H", "C", "C", "O", "P", "O", "O", "C", "C", "O", "C", "C", "H", "H", "H", "H", "H", "H", "H", "H", "H", "H", "H", "H", "H", "H", "H"],
  "positions_angstrom": [[-0.4458, 1.5967, 2.3436], [-0.7502, 0.4880, 3.3628], [0.3761, -0.4259, 3.5802], [0.4630, -1.4331, 2.5264], [0.9951, -2.7656, 3.0556], [2.0948, -2.6204, 3.9267], [2.1163, -3.5733, 4.9497], [3.2188, -3.1875, 5.9631], [4.6490, -2.6869, 4.9736], [2.7529, -1.9348, 6.7303], [2.2783, -2.2654, 8.1610], [1.0621, -0.8957, 1.2991], [2.7574, -0.5770, 1.1748], [3.3337, 0.2487, 2.6975], [3.6540, -1.9986, 1.2399], [-0.9209, 2.5137, 2.6951], [0.6316, 1.7421, 2.3297], [-0.8130, 1.3525, 1.3501], [-0.9329, 0.9827, 4.3202], [-1.6897, -0.0351, 3.1293], [0.1615, -0.9468, 4.4239], [-0.5859, -1.6657, 2.2613], [0.1662, -3.2192, 3.6197], [1.2053, -3.4646, 2.2358], [1.1634, -3.6334, 5.4905], [2.3883, -4.5584, 4.5469], [3.4695, -4.0249, 6.6060], [1.9288, -1.4627, 6.1931], [3.5445, -1.1898, 6.7373], [3.1058, -2.1469, 8.8579], [1.8649, -3.2734, 8.2000], [1.4891, -1.5665, 8.4370], [0.8209, -1.4774, 0.5045], [3.3338, -0.4119, 3.5665], [2.6624, 1.0772, 2.9124], [4.3594, 0.5780, 2.5432], [3.1080, -2.7236, 0.9240], [-3.0135, 7.0518, -4.6701], [-2.2516, 5.7405, -4.5925], [-1.3330, 5.7085, -3.4966], [-1.8937, 5.5003, -1.9953], [-2.4093, 4.1182, -1.9008], [-0.4776, 5.4144, -1.1906], [-0.1930, 4.3241, -0.3103], [0.6331, 3.2628, -1.0068], [-2.0649, 7.0782, -1.6532], [-2.7483, 7.4711, -0.4395], [-1.9397, 7.1922, 0.8143], [-3.6956, 7.1622, -3.8250], [-3.6017, 7.0979, -5.5875], [-2.3265, 7.8971, -4.6448], [-2.9403, 4.8935, -4.5225], [-1.6549, 5.6086, -5.4942], [-1.1138, 3.9070, 0.0984], [0.3732, 4.7280, 0.5324], [0.2103, 2.9857, -1.9720], [0.7070, 2.3634, -0.3933], [1.6405, 3.6345, -1.1996], [-3.7229, 6.9807, -0.3888], [-2.9232, 8.5421, -0.5290], [-1.9250, 6.1261, 1.0458], [-2.3800, 7.7085, 1.6681], [-0.9082, 7.5179, 0.6918], [-3.8775, -2.5444, -4.3018], [-3.0550, -2.4591, -3.0288], [-2.0812, -3.5065, -2.9378], [-0.7436, -3.4243, -3.8393], [0.0753, -2.3104, -3.3189], [0.0432, -4.7400, -3.2665], [1.3867, -4.6364, -2.8002], [1.4247, -4.4684, -1.2965], [-1.3320, -4.2476, -5.1055], [-0.5693, -4.3032, -6.3358], [0.6687, -5.1743, -6.2288], [-3.2657, -2.3351, -5.1813], [-4.6932, -1.8211, -4.2777], [-4.2918, -3.5447, -4.4253], [-2.5608, -1.4868, -2.9487], [-3.7057, -2.5722, -2.1626], [1.9115, -3.8207, -3.2970], [1.8964, -5.5604, -3.0817], [0.7466, -3.6808, -0.9649], [2.4362, -4.2230, -0.9643], [1.1083, -5.3866, -0.7986], [-0.3052, -3.2921, -6.6523], [-1.2422, -4.7173, -7.0847], [1.4494, -4.6813, -5.6476], [1.0743, -5.3742, -7.2210], [0.4381, -6.1189, -5.7392]],
  "atomic_forces_ev_per_a": [[-0.267, -0.324, 0.446], [0.121, 0.641, 0.345], [-0.231, -0.442, -0.299], [-0.967, -0.088, -0.303], [-0.340, -0.106, 0.558], [-0.514, 0.279, -0.065], [1.264, -0.705, 0.347], [-0.752, 1.545, -1.111], [0.317, -0.631, 0.335], [-0.159, -0.242, 0.564], [0.087, 0.452, -0.610], [1.142, -0.587, 1.584], [0.731, 1.147, -1.935], [-0.523, -0.805, 0.594], [-0.617, 0.079, 0.709], [-0.015, 0.085, -0.230], [-0.017, 0.140, -0.204], [0.172, 0.053, -0.080], [0.089, -0.104, 0.069], [0.101, -0.098, -0.206], [0.293, 0.104, 0.170], [0.146, -0.226, -0.356], [-0.017, 0.008, -0.025], [0.153, 0.128, -0.081], [-0.085, -0.026, -0.091], [-0.323, -0.062, -0.072], [0.203, 0.014, -0.010], [0.073, -0.121, -0.238], [0.050, -0.053, 0.184], [-0.085, -0.285, 0.165], [0.033, -0.027, 0.194], [0.028, -0.048, 0.220], [-0.258, 0.277, -0.171], [-0.104, -0.045, -0.021], [0.170, 0.168, -0.077], [-0.074, 0.131, -0.273], [0.139, -0.209, -0.111], [-0.040, 0.012, 0.165], [-0.190, 0.055, -0.226], [-0.642, 0.288, 0.413], [6.040, -0.587, -0.920], [-2.656, 1.295, 0.535], [-0.478, 0.268, 0.193], [0.191, -0.339, -0.081], [0.156, -0.034, -0.109], [-2.398, -1.097, 0.139], [0.018, 0.221, 0.319], [0.043, -0.280, -0.031], [-0.025, -0.001, -0.043], [0.025, -0.040, -0.012], [0.031, -0.014, -0.057], [0.049, -0.018, 0.026], [0.109, -0.047, 0.089], [-0.057, -0.040, -0.148], [-0.025, 0.177, -0.077], [-0.208, 0.005, 0.079], [0.055, 0.017, 0.018], [0.013, -0.014, 0.049], [-0.003, 0.016, -0.043], [0.040, -0.021, -0.197], [0.031, 0.010, 0.011], [-0.047, 0.050, -0.058], [-0.013, 0.071, -0.020], [0.133, -0.046, -0.110], [-0.233, 0.216, -0.054], [0.159, 0.201, -0.750], [-0.245, -4.035, 4.489], [-0.362, 1.189, -2.673], [-0.017, 0.157, -0.513], [0.094, 0.054, 0.231], [-0.036, -0.065, 0.301], [0.642, 2.398, -0.835], [0.149, -0.227, -0.303], [0.122, 0.123, 0.239], [-0.037, 0.039, 0.005], [0.016, 0.011, 0.047], [-0.040, 0.002, 0.054], [0.038, -0.038, 0.031], [0.107, -0.094, 0.058], [-0.103, 0.110, 0.051], [-0.135, -0.055, -0.035], [0.045, 0.126, -0.177], [0.017, -0.044, -0.026], [0.036, -0.022, -0.022], [-0.047, 0.010, 0.013], [-0.155, 0.041, 0.133], [0.008, -0.028, 0.000], [-0.076, 0.030, -0.034], [-0.058, -0.025, -0.050]],
  "mulliken_charge": [-0.673, -0.844, 0.006, -0.716, -1.083, 0.285, -0.872, 0.014, -0.195, -0.233, -1.353, 0.011, 0.061, -0.343, -0.467, 0.441, -0.026, 0.273, 0.479, 0.360, 0.153, 0.434, 0.622, 0.195, 0.463, 0.201, 0.520, -0.197, 0.552, 0.326, 0.337, 0.373, 0.251, -0.193, 0.192, 0.402, 0.233, -0.950, -0.328, -0.311, 1.056, -0.754, -0.377, -0.353, -0.934, -0.266, -0.337, -0.901, 0.238, 0.401, 0.243, 0.285, 0.321, 0.426, 0.373, 0.278, 0.089, 0.321, 0.313, 0.328, 0.161, 0.421, 0.261, -0.969, -0.328, -0.335, 1.104, -0.750, -0.377, -0.462, -0.948, -0.297, -0.326, -0.967, 0.234, 0.405, 0.248, 0.300, 0.319, 0.400, 0.391, 0.167, 0.331, 0.324, 0.316, 0.329, 0.219, 0.418, 0.260]
}

---

No. 3
{
  "formula": "C6H8N3O2",
  "method": "ωB97M-V/def2-TZVPD",
  "smiles": "O=C1C#[N+]CC[NH2+]/C=C(\\[O-])N1",
  "homo_lumo_gap_ha": [0.3018, 0.3019],
  "energy_ha": -547.780216,
  "de_lowest_kcal_mol": 54.6,
  "homo_ev": [-13.00, -13.00],
  "total_charge": 1,
  "symbols": ["O", "C", "C", "N", "C", "C", "N", "C", "C", "O", "N", "H", "H", "H", "H", "H", "H", "H", "H"],
  "positions_angstrom": [[-4.5029, 0.6088, 0.3399], [-3.3809, 0.4222, 0.0365], [-2.2953, 1.3500, -0.3339], [-1.1427, 1.0406, -0.1002], [0.1449, 1.5794, -0.2549], [1.0271, 0.3949, -0.6165], [0.6651, -0.8325, 0.3261], [-0.6756, -0.7055, 0.7987], [-1.6709, -1.4757, 0.0059], [-1.2990, -2.4427, -0.6941], [-2.9738, -0.8666, -0.0424], [0.3697, 2.1310, 0.6652], [0.1061, 2.2478, -1.0363], [0.7675, 0.2753, -1.6878], [2.0873, 0.6731, -0.4750], [0.6928, -1.6911, -0.2352], [1.5083, -0.9087, 0.8871], [-0.7651, -0.6465, 1.7965], [-3.6981, -1.4062, -0.3691]],
  "atomic_forces_ev_per_a": [[-1.504, 1.740, 0.064], [0.534, 0.054, 0.640], [0.204, 0.959, -0.232], [-1.376, -1.416, 1.342], [0.847, -1.154, 2.307], [0.319, 1.077, -0.271], [1.319, 0.743, -2.841], [-1.220, 1.192, -3.199], [0.250, -0.783, -2.134], [-1.216, 2.261, 1.801], [4.448, -2.474, 0.582], [0.390, -0.268, -0.109], [0.169, 1.573, -1.864], [0.492, -1.144, 0.704], [-0.471, -0.575, -0.219], [-0.196, -0.216, -0.487], [-0.604, 0.002, 1.255], [-0.555, 0.532, 3.416], [-1.829, -2.102, -0.754]],
  "mulliken_charge": [-0.442, 0.556, -0.043, 0.031, -0.709, -0.524, -0.113, -0.777, 0.661, -0.590, -0.145, 0.353, 0.438, 0.325, 0.402, 0.358, 0.417, 0.557, 0.245]
}

---

No. 4
{
  "formula": "C21H38BN7ReS2Sb",
  "method": "ωB97M-V/def2-TZVPD",
  "homo_lumo_gap_ha": [0.2191, 0.2290],
  "energy_ha": -2345.097158,
  "homo_ev": [-17.25, -17.27],
  "total_charge": 3,
  "multiplicity": 2,
  "symbols": ["Re", "C", "N", "C", "C", "N", "B", "N", "C", "C", "N", "C", "C", "S", "C", "S", "H", "H", "H", "H", "H", "H", "H", "H", "H", "H", "H", "H", "N", "C", "C", "N", "C", "C", "N", "H", "H", "H", "H", "H", "C", "C", "C", "Sb", "C", "C", "C", "C", "C", "C", "H", "H", "H", "H", "H", "H", "H", "H", "H", "H", "H", "H", "H", "H", "H", "H", "H", "H", "H", "H", "H"],
  "positions_angstrom": [[-0.1862, 0.2290, 0.7639], [-2.7958, -3.2378, -1.5752], [-3.3947, -2.0704, -0.9809], [-4.5923, -1.5505, -1.3477], [-4.8445, -0.4980, -0.5180], [-3.8198, -0.3760, 0.3713], [-4.1029, 0.5968, 1.5556], [-2.9506, 0.9181, 2.5453], [-3.1444, 0.8447, 3.8883], [-2.1810, 1.5839, 4.5172], [-1.3871, 2.1093, 3.5456], [-0.2822, 3.0047, 3.7613], [-1.8646, 1.6952, 2.3442], [-1.3004, 2.2460, 0.7964], [-2.9322, -1.3416, 0.0661], [-1.4563, -1.7482, 0.8684], [-3.0253, -3.2733, -2.6394], [-3.2015, -4.1415, -1.1185], [-1.7184, -3.2304, -1.4373], [-5.1841, -1.9684, -2.1374], [-5.6914, 0.1543, -0.4810], [-4.4526, 1.6357, 1.0906], [-4.9670, 0.0942, 2.1917], [-3.9578, 0.2925, 4.3114], [-2.0215, 1.7761, 5.5602], [0.2109, 2.7515, 4.6997], [-0.6397, 4.0364, 3.8164], [0.4296, 2.9268, 2.9369], [4.1687, 1.7315, 3.3956], [3.1927, 0.8419, 3.2864], [2.2960, 0.7981, 2.1799], [1.3546, -0.1405, 2.0941], [1.2607, -1.0548, 3.0657], [2.0931, -0.9526, 4.1872], [3.0020, -0.0245, 4.2886], [4.3757, 2.4191, 2.6908], [4.7631, 1.7005, 4.2115], [2.3347, 1.5544, 1.4006], [0.5378, -1.8520, 2.9605], [1.9885, -1.6297, 5.0226], [1.1933, -3.1874, -1.4456], [0.9058, -2.1526, -2.5133], [1.8662, -2.2024, -3.6790], [0.9823, -0.0904, -1.6035], [3.1085, 0.5786, -1.8001], [3.9856, -0.2216, -0.8626], [3.2038, 2.0770, -1.6220], [-0.2296, 1.2428, -2.9319], [-1.6920, 0.9112, -2.7120], [0.2209, 1.0977, -4.3649], [1.0860, -4.1877, -1.8690], [0.5110, -3.0936, -0.5987], [2.2146, -3.1015, -1.0807], [-0.1185, -2.2375, -2.8851], [2.9004, -2.0869, -3.3666], [1.6300, -1.4555, -4.4339], [1.7827, -3.1808, -4.1524], [3.3214, 0.3079, -2.8362], [3.7427, -0.0403, 0.1838], [5.0247, 0.0687, -1.0167], [3.9145, -1.2896, -1.0637], [2.8777, 2.3971, -0.6319], [2.6278, 2.6079, -2.3798], [4.2453, 2.3775, -1.7382], [-0.0034, 2.2431, -2.5532], [-1.9398, -0.0750, -3.1033], [-2.3050, 1.6418, -3.2391], [-1.9551, 0.9608, -1.6513], [-0.0799, 0.1430, -4.7938], [1.2991, 1.2162, -4.4620], [-0.2350, 1.8811, -4.9721]],
  "atomic_forces_ev_per_a": [[-1.171, -0.726, -0.080], [0.195, -0.825, -0.267], [-0.024, 0.759, 0.416], [-0.304, 0.326, 0.136], [-0.068, -0.249, -0.360], [0.646, -0.869, -0.564], [-0.419, 0.277, 0.109], [0.609, 0.340, 0.465], [0.116, -0.070, -0.021], [0.043, -0.012, -0.170], [-0.580, -0.634, -0.192], [0.630, 0.690, 0.161], [-0.307, 0.015, 0.404], [0.798, -1.144, -0.078], [-0.498, 0.111, -0.302], [0.918, 1.395, 0.547], [0.015, 0.136, 0.057], [0.036, 0.041, 0.037], [0.009, 0.062, 0.010], [-0.079, -0.066, -0.173], [-0.210, 0.160, 0.006], [0.025, 0.179, -0.225], [-0.115, -0.116, 0.217], [-0.199, -0.121, 0.053], [0.065, 0.028, 0.168], [-0.037, 0.000, -0.086], [0.043, -0.119, -0.006], [-0.112, -0.005, 0.145], [0.333, 0.297, 0.022], [-0.884, -0.327, -0.406], [0.663, 0.711, 0.086], [-0.267, 0.446, 0.142], [-0.177, -0.628, 0.484], [-0.437, -0.237, -0.663], [0.735, 0.434, 0.377], [-0.020, -0.068, -0.009], [-0.023, -0.020, 0.013], [0.034, -0.122, -0.021], [-0.088, 0.131, 0.062], [-0.063, -0.172, 0.003], [-0.079, 0.052, 0.083], [-0.136, 0.477, 0.409], [0.012, 0.201, -0.102], [0.456, 0.137, -1.544], [-0.728, -0.294, 0.157], [0.040, -0.127, -0.096], [-0.083, 0.017, -0.176], [0.351, -0.436, 0.693], [-0.010, 0.122, 0.078], [0.181, 0.083, -0.124], [-0.023, -0.033, 0.000], [0.069, -0.164, -0.015], [0.105, -0.030, 0.059], [-0.035, 0.153, 0.131], [0.149, 0.026, 0.031], [0.090, 0.017, -0.081], [-0.017, -0.089, -0.028], [-0.078, -0.023, -0.019], [0.020, -0.032, 0.055], [0.094, 0.010, 0.009], [0.051, -0.072, 0.093], [-0.034, 0.093, 0.057], [-0.021, 0.109, 0.083], [0.072, 0.051, -0.001], [0.041, -0.050, 0.018], [-0.045, -0.095, 0.005], [-0.119, 0.002, -0.047], [-0.191, -0.047, -0.092], [0.033, -0.076, 0.004], [0.078, -0.031, -0.131], [-0.075, 0.036, -0.007]],
  "mulliken_charge": [0.943, -0.742, 0.152, -0.409, -0.740, 0.716, 0.043, 0.220, -0.649, -0.382, 0.318, -0.754, -0.197, -0.293, -0.050, -0.411, 0.402, 0.318, 0.098, 0.548, 0.564, -0.006, -0.098, 0.564, 0.546, 0.378, 0.310, 0.233, -0.358, 0.183, -0.702, 0.661, -0.320, -0.605, -0.529, 0.205, 0.283, 0.747, 0.540, 0.456, -1.366, 0.489, -1.411, 0.028, 0.331, -1.263, -1.324, 0.272, -1.122, -1.518, 0.474, 0.251, 0.330, 0.416, 0.290, 0.324, 0.489, 0.606, 0.157, 0.518, 0.301, 0.171, 0.353, 0.480, 0.507, 0.273, 0.525, 0.034, 0.334, 0.378, 0.493]
}